[1]
{
  "formula": "C33H67O9PSi",
  "method": "the ωB97M-V functional and the def2-TZVPD basis",
  "elements": ["C", "C", "Si", "C", "O", "C", "C", "O", "C", "C", "O", "C", "C", "O", "C", "C", "P", "C", "C", "H", "H", "H", "H", "H", "H", "H", "H", "H", "H", "H", "H", "H", "H", "H", "H", "H", "H", "H", "H", "H", "H", "H", "H", "H", "H", "H", "C", "C", "C", "O", "C", "H", "H", "H", "H", "H", "H", "H", "H", "C", "C", "C", "O", "C", "H", "H", "H", "H", "H", "H", "H", "H", "C", "C", "C", "O", "C", "H", "H", "H", "H", "H", "H", "H", "H", "C", "C", "C", "O", "C", "H", "H", "H", "H", "H", "H", "H", "H", "C", "C", "C", "O", "C", "H", "H", "H", "H", "H", "H", "H", "H"],
  "xyz": [[-6.3973, -6.2894, 5.8053], [-5.9442, -5.4407, 5.0488], [-5.1640, -3.8987, 4.2235], [-4.7763, -4.3407, 2.4080], [-3.3652, -4.6695, 2.2790], [-3.1430, -5.6285, 1.2421], [-1.6724, -5.5829, 0.6575], [-1.2228, -4.2269, 0.4060], [-0.0806, -4.3532, -0.4555], [0.8458, -3.0710, -0.4683], [-6.2500, -2.5898, 4.4510], [-6.7330, -1.9941, 3.2269], [-5.7540, -0.8341, 2.6800], [-6.6007, 0.0828, 1.9641], [-6.2360, 1.4588, 2.1604], [-5.0859, 1.8802, 1.1353], [-3.2826, -3.4060, 5.3139], [-3.8517, -2.0667, 6.5556], [-2.1053, -2.4472, 4.1667], [-7.0546, -6.8837, 6.4836], [-4.9917, -3.5279, 1.6561], [-5.3801, -5.2784, 2.1606], [-3.3264, -6.6558, 1.6935], [-3.8410, -5.4889, 0.3613], [-0.9013, -6.0456, 1.3486], [-1.6253, -6.1901, -0.3048], [0.5823, -5.2237, -0.1278], [-0.3586, -4.5736, -1.5382], [0.2177, -2.1351, -0.4313], [1.5871, -3.0689, 0.3915], [1.4515, -3.0211, -1.4247], [-7.0310, -2.7274, 2.4244], [-7.6879, -1.4389, 3.5051], [-4.9929, -1.3629, 2.0261], [-5.2920, -0.3168, 3.5697], [-7.1509, 2.0914, 1.9281], [-5.9049, 1.7160, 3.2073], [-4.0931, 1.7716, 1.6593], [-5.1694, 1.1782, 0.2542], [-5.2494, 2.9439, 0.7796], [-2.9344, -1.6944, 7.1112], [-4.6301, -2.4942, 7.2532], [-4.3533, -1.2694, 5.9282], [-1.5146, -3.2431, 3.6158], [-1.4460, -1.7768, 4.7929], [-2.6642, -1.8763, 3.3637], [1.5884, 0.5695, -4.2392], [0.8227, -0.6270, -4.7646], [1.6814, -1.7835, -4.2876], [2.3056, -1.3618, -3.0671], [2.1098, 0.0509, -2.9123], [0.9805, 1.4688, -4.1354], [2.4247, 0.7974, -4.9069], [-0.1632, -0.6736, -4.2916], [0.6816, -0.6187, -5.8461], [2.4739, -2.0140, -5.0077], [1.1002, -2.6910, -4.1073], [1.3772, 0.2023, -2.1114], [3.0499, 0.5213, -2.6174], [5.2335, 2.9336, -7.4468], [4.6466, 2.2290, -8.6517], [3.3475, 1.6792, -8.0917], [2.9200, 2.5866, -7.0667], [3.9942, 3.4913, -6.7735], [5.9623, 3.7031, -7.7006], [5.7194, 2.2042, -6.7904], [4.4355, 2.9572, -9.4405], [5.2931, 1.4548, -9.0670], [3.4978, 0.6968, -7.6295], [2.5675, 1.5907, -8.8508], [3.7280, 4.4718, -7.1827], [4.1100, 3.5855, -5.6916], [-0.9512, -0.0229, 10.7833], [-0.4883, 0.9900, 9.7562], [-0.5979, 0.2007, 8.4649], [-1.6705, -0.7351, 8.6401], [-2.0380, -0.7633, 10.0265], [-1.3083, 0.4242, 11.7117], [-0.1321, -0.7068, 11.0258], [-1.1786, 1.8388, 9.7352], [0.5168, 1.3726, 9.9374], [0.3163, -0.3696, 8.2684], [-0.8040, 0.8366, 7.6011], [-3.0054, -0.2597, 10.1274], [-2.1486, -1.7982, 10.3556], [0.3277, 0.9403, 2.1584], [0.6257, 1.8281, 3.3482], [-0.4677, 2.8741, 3.2420], [-1.5999, 2.2316, 2.6419], [-1.1895, 0.9570, 2.1240], [0.7400, -0.0657, 2.2466], [0.7271, 1.3954, 1.2466], [0.5084, 1.2578, 4.2750], [1.6285, 2.2572, 3.3367], [-0.1661, 3.7010, 2.5900], [-0.7515, 3.2833, 4.2140], [-1.6090, 0.1812, 2.7729], [-1.5876, 0.8213, 1.1162], [8.9103, 6.6569, -9.6728], [9.5308, 5.2992, -9.4120], [8.3624, 4.5269, -8.8284], [7.1718, 5.0661, -9.4194], [7.5045, 6.2821, -10.1033], [9.4414, 7.2466, -10.4208], [8.8756, 7.2339, -8.7436], [9.8433, 4.8462, -10.3577], [10.3950, 5.3308, -8.7474], [8.2937, 4.6691, -7.7443], [8.4216, 3.4563, -9.0356], [7.4587, 6.0849, -11.1797], [6.7708, 7.0527, -9.8593]],
  "e_tot_ha": -2605.35971,
  "max_force_ha_per_bohr": 0.04544,
  "smiles": "C#C[Si@@](COCCOCC)(OCCOCC)P(C)C.C1CCOC1.C1CCOC1.C1CCOC1.C1CCOC1.C1CCOC1",
  "charge": 0
}

---

[2]
{
  "formula": "C17H9BrN2O6RuSe2Te2",
  "method": "the ωB97M-V functional and the def2-TZVPD basis",
  "elements": ["Ru", "Se", "Te", "Te", "Se", "Br", "C", "C", "C", "C", "C", "C", "C", "C", "C", "C", "H", "H", "H", "H", "H", "H", "O", "C", "O", "C", "C", "C", "C", "C", "C", "N", "O", "O", "N", "O", "O", "H", "H", "H"],
  "xyz": [[-0.6588, 0.3345, 0.5541], [-0.4336, -0.3513, 2.8395], [-2.7327, -0.6695, 1.8741], [-2.7787, -0.5993, -1.0756], [-1.5730, 1.3986, -1.6693], [1.8651, 0.4060, -0.5067], [2.0882, 2.2339, -0.0642], [3.2371, 2.8428, -0.4578], [3.4352, 4.2034, -0.1275], [2.4853, 4.8755, 0.5778], [1.2869, 4.2381, 0.9917], [0.3076, 4.9527, 1.7260], [-0.8362, 4.3342, 2.1214], [-1.0597, 2.9723, 1.8059], [-0.1548, 2.2386, 1.0824], [1.0573, 2.8761, 0.6683], [3.9873, 2.2987, -1.0141], [4.3440, 4.7004, -0.4390], [2.6302, 5.9165, 0.8394], [0.4930, 5.9921, 1.9665], [-1.5832, 4.8782, 2.6856], [-1.9819, 2.5107, 2.1388], [1.3277, -2.6267, 1.3796], [0.7820, -2.4432, 0.3020], [-0.3115, -1.8042, 0.0821], [1.3958, -3.0745, -0.9236], [0.9147, -2.8043, -2.1957], [1.5789, -3.3543, -3.2723], [2.6711, -4.1865, -3.1505], [3.0914, -4.4549, -1.8637], [2.4896, -3.9148, -0.7483], [4.2585, -5.3585, -1.6872], [4.8091, -5.7576, -2.6900], [4.5904, -5.6239, -0.5545], [1.1099, -3.0473, -4.6462], [1.7919, -3.4368, -5.5705], [0.0845, -2.4127, -4.7518], [0.0466, -2.1700, -2.3365], [3.1704, -4.6022, -4.0104], [2.8587, -4.1232, 0.2449]],
  "e_tot_ha": -9221.79151,
  "e_above_lowest_kj_mol": 107.63,
  "max_force_ha_per_bohr": 0.01722,
  "charge": 0,
  "spin_multiplicity": 5
}